# 1
ORCA calculation (ωB97M-V/def2-TZVPD) on one molecule with the formula C4H10N2O in a non-equilibrium geometry.

```
17
Properties=species:S:1:pos:R:3:forces:R:3:nbo_charge:R:1
O -0.4475 1.9060 1.5249 0.3108 0.2910 0.2687 -0.62
N 1.7278 0.2067 -2.1128 -0.1210 -0.2580 -0.4872 -0.83
N 0.9431 0.7992 0.1251 0.4612 -0.9776 -0.4206 -0.65
C -0.2778 1.0475 0.6853 0.1614 -0.1746 -0.0494 0.68
C 1.2593 -0.2669 -0.8521 -0.2011 0.0881 1.0255 -0.06
C -1.4424 0.1567 0.3369 -0.1620 0.0160 0.5336 -0.51
C -1.4362 -1.0561 1.2858 -0.7056 0.1111 -0.8941 -0.59
H 0.3950 -0.9247 -0.9333 0.0042 0.2132 -0.4176 0.19
H 2.0241 -0.8969 -0.3964 0.1898 0.0472 -0.1074 0.18
H 1.7647 1.0427 0.6558 -0.3028 0.6968 0.2068 0.39
H -1.4903 -0.2419 -0.6696 0.0015 0.3511 -0.3094 0.21
H -2.2866 0.8044 0.5523 -0.3124 -0.1836 -0.2226 0.24
H -0.7114 -1.7588 0.9037 0.4554 -0.3350 0.3178 0.20
H 2.5924 0.7211 -2.0305 0.0141 0.0445 0.0430 0.36
H 1.0453 0.7942 -2.5723 0.0081 0.0433 0.0172 0.36
H -2.4075 -1.5527 1.1828 0.1255 0.0442 0.3118 0.21
H -1.2522 -0.7803 2.3145 0.0729 -0.0179 0.1838 0.22
```
Forces are in eV/Å.

## Properties
SMILES = CCC(=O)NCN
Total charge = 0
ΔE to the lowest compared entry with this formula, charge and spin = 0.895 eV
Frontier orbital gap = 0.379 Eh
E_HOMO = -9.5 eV
Total energy = -9338.092 eV


# 2
ORCA calculation (ωB97M-V/def2-TZVPD) on C40H26F9MoN3O2PS as an isolated structure.

```
83
Properties=species:S:1:pos:R:3:forces:R:3:mulliken_charge:R:1
Mo -0.2830 -0.9633 -1.2476 0.4723 -0.3596 -0.1974 -0.11
S -1.4911 -2.8816 -1.7326 0.0305 0.1311 -0.0727 -0.29
P -0.4323 0.4205 0.9708 0.0276 -0.0134 -0.2172 3.17
F 3.2106 -3.3219 4.8638 -0.0160 0.1093 0.0629 -0.24
F -6.9431 1.5852 1.8974 0.0264 -0.1604 0.0346 -0.25
F 4.0367 -1.4437 5.5763 -0.0697 -0.0747 0.0016 -0.24
F -6.5962 0.0899 3.4336 -0.0159 0.0205 -0.1444 -0.23
F 0.3020 6.7931 -0.7067 0.1341 -0.0593 0.0572 -0.24
F 2.2445 -2.2559 6.4910 0.0780 -0.0093 -0.0847 -0.24
F 2.3869 6.1927 -0.7901 -0.1129 0.0258 0.0446 -0.23
F -7.0058 -0.5283 1.3912 0.0734 0.1630 0.1374 -0.25
F 1.5114 6.8123 1.0959 -0.0045 0.0113 -0.0576 -0.26
O -1.8013 -0.0387 -1.6120 -0.4534 0.1919 -0.0845 0.73
O 1.5069 -1.2692 -1.6049 -0.1986 0.1641 0.1558 -0.35
N 0.1933 -2.6571 0.1179 0.0074 0.0755 0.0380 0.38
N 0.2047 0.0221 -3.0629 0.2423 -0.0160 -0.1520 0.72
N 1.5078 -0.1130 -3.5333 -0.1897 -0.0261 0.1194 -1.16
C 0.5131 -5.2833 0.8636 0.0206 0.0086 0.0214 -0.29
C 5.4146 -2.5931 -2.1153 -0.0624 0.0538 -0.0186 -0.79
C 0.1468 2.0764 0.6148 -0.0581 0.0973 0.1398 -0.23
C -2.6207 1.8602 -4.5810 -0.0367 -0.0396 0.1178 -0.93
C 4.3738 -0.6489 -3.8357 0.0470 -0.0805 0.0132 -0.54
C -0.5172 -3.6356 -0.4606 -0.0119 -0.0545 -0.0452 0.57
C 5.6856 -1.0567 -3.9682 -0.0491 0.0219 0.0025 -0.73
C 2.0492 -1.3802 4.3143 -0.0041 -0.0218 0.0147 0.25
C -6.3917 0.3946 2.1505 -0.0515 -0.0147 -0.0271 0.74
C 1.3017 -4.2865 1.4275 -0.0189 0.0307 -0.0276 -1.13
C 0.8755 4.1978 1.5026 -0.0044 -0.0264 -0.0212 -0.97
C -2.8493 1.6128 1.5311 -0.0470 -0.0567 -0.0110 -0.54
C 0.5099 3.9356 -0.8696 0.0123 0.0027 0.0296 -1.09
C -2.5400 0.7020 -2.4671 0.2332 -0.1753 0.3287 0.62
C -4.9035 0.4105 1.8479 -0.0199 -0.0829 -0.0118 0.08
C 1.1315 -2.9752 1.0234 -0.0288 -0.0906 0.0250 -0.52
C 3.5786 -1.2175 -2.8296 -0.1071 0.1696 -0.1052 0.50
C -2.8939 -0.8049 1.3677 0.0254 -0.0588 -0.0021 -0.21
C -4.2489 -0.8015 1.6341 -0.0154 0.0565 -0.0017 -1.23
C 0.5159 2.8733 1.7055 0.0391 -0.0134 -0.0485 -0.63
C -2.1895 0.4029 1.3197 -0.0242 0.0615 0.0523 0.73
C -4.2120 1.6091 1.8037 0.0271 0.0498 -0.0142 -1.09
C 0.8758 4.7195 0.2186 -0.0033 0.0212 0.0032 0.21
C 6.2021 -2.0259 -3.1127 0.0169 -0.0037 0.0045 -0.43
C 4.1017 -2.1897 -1.9662 0.0891 0.0356 -0.0112 -0.31
C 1.2782 6.1617 -0.0392 -0.0119 -0.0148 -0.0283 0.72
C -0.4137 -4.9651 -0.1267 0.0153 0.1475 -0.0239 -0.70
C 0.6734 -1.5686 4.3203 0.0286 -0.0013 0.0031 -1.17
C 2.9015 -2.0984 5.3450 0.0004 -0.0140 0.0009 0.78
C 2.2004 -0.8118 -2.7188 0.0888 -0.3008 0.2347 0.69
C -0.5415 0.7369 -3.8733 -0.1164 0.0584 -0.0239 -0.45
C -1.8936 1.1019 -3.6501 -0.0878 0.0318 -0.0573 0.87
C 0.1374 2.6202 -0.6714 -0.0168 0.0272 -0.0613 -0.48
C -3.8529 1.0158 -2.1648 0.0346 0.1795 -0.3354 -0.86
C 1.8949 -0.0174 2.3488 -0.0361 0.0003 0.0084 -0.91
C -4.5414 1.7691 -3.1101 0.0031 -0.1062 0.1997 -0.63
C -0.1027 -0.9959 3.3262 -0.0142 0.0664 -0.0149 -0.23
C -3.9350 2.1849 -4.3004 0.0821 0.0040 -0.0649 -0.92
C 2.6626 -0.5924 3.3457 -0.0092 0.0248 0.0022 -0.92
C 0.5090 -0.2287 2.3321 0.0877 -0.0318 0.0756 0.42
H 0.5167 4.3624 -1.8638 -0.0078 0.0027 -0.0151 0.46
H -5.5728 2.0356 -2.9194 -0.0066 0.0049 -0.0145 0.52
H -1.1760 -1.1336 3.3447 0.0171 0.0019 -0.0100 0.50
H -2.1554 2.1804 -5.5039 0.0106 -0.0059 -0.0203 0.52
H -4.5066 2.7651 -5.0113 -0.0071 0.0102 -0.0090 0.46
H 6.3099 -0.6246 -4.7373 0.0100 0.0015 -0.0053 0.44
H 3.7319 -0.4308 3.3754 0.0024 -0.0004 0.0032 0.52
H -4.8026 -1.7301 1.6727 -0.0151 -0.0032 0.0007 0.53
H 1.7384 -2.1721 1.4180 -0.0412 -0.0865 -0.0356 1.11
H -2.3947 -1.7545 1.1989 0.0257 0.0226 0.0147 0.34
H 3.9614 0.1005 -4.4972 -0.0191 0.0003 0.0053 0.46
H 5.8288 -3.3487 -1.4632 0.0067 -0.0094 0.0052 0.46
H -0.0462 1.0826 -4.7763 -0.0029 -0.0102 0.0091 0.52
H 1.1551 4.8216 2.3406 -0.0069 -0.0095 0.0086 0.56
H 2.0467 -4.5194 2.1753 0.0092 -0.0034 0.0077 0.58
H -4.3075 0.6822 -1.2433 -0.0117 -0.0223 0.0485 0.46
H -0.1626 2.0342 -1.5296 -0.0038 -0.0254 0.0350 0.70
H -2.3192 2.5543 1.4890 0.0295 0.0183 0.0051 0.55
H 0.5178 2.4733 2.7113 0.0026 -0.0048 0.0007 0.60
H 2.3755 0.5871 1.5893 -0.0032 0.0325 -0.0156 0.58
H 7.2305 -2.3417 -3.2265 0.0027 -0.0114 0.0037 0.43
H -4.7314 2.5424 1.9757 -0.0042 -0.0050 0.0039 0.53
H 0.2105 -2.1536 5.1039 0.0012 -0.0039 0.0057 0.53
H 3.4824 -2.6321 -1.1979 -0.0234 -0.0097 0.0055 0.45
H 0.6356 -6.3131 1.1731 0.0008 -0.0101 0.0024 0.47
H -1.0041 -5.7186 -0.6284 -0.0132 -0.0092 -0.0029 0.55
```
Forces are in eV/Å.

## Properties
Total charge = +3
ΔE to the lowest compared entry with this formula, charge and spin = 0.332 eV
Frontier orbital gap = 0.183 Eh
E_HOMO = -16.5 eV
Total energy = -96880.431 eV


# 3
ORCA calculation (ωB97M-V/def2-TZVPD) on a 3-piece molecular cluster, C2H10N3S overall in a non-equilibrium geometry.

```
16
Properties=species:S:1:pos:R:3:forces:R:3:nbo_charge:R:1
S 3.0443 0.6368 -0.6613 -1.2254 -1.1096 -0.5647 0.06
N -2.8557 0.8650 -0.5089 1.3881 -3.0277 0.1741 -0.93
N 0.6974 -1.8703 -0.0008 -0.4249 0.4570 2.3740 -1.07
N -0.4578 0.7256 0.3621 -1.8932 -0.2616 -0.6206 -0.51
C 0.6513 0.6229 0.5516 1.6172 1.2236 0.3271 0.55
C 2.0489 0.7422 0.8568 -0.1002 -2.3124 -0.3013 -0.66
H -3.0814 1.6560 -0.0205 -0.4438 2.4733 2.5135 0.41
H -3.4837 0.1034 -0.1559 0.3772 0.8628 -1.4227 0.44
H -2.8950 1.2560 -1.4234 -0.6881 -0.9407 -1.6019 0.43
H 0.5749 -1.8302 -0.9518 -0.7506 0.4617 -2.8928 0.36
H 2.2419 1.6589 1.3355 0.2300 1.0120 0.8467 0.28
H -0.2295 -1.8803 0.4452 0.6810 -0.2386 -0.3010 0.37
H 2.1802 -0.1604 1.4818 0.6643 0.6496 0.0777 0.28
H 2.1601 -0.3512 -1.1398 1.3742 0.9997 0.2506 0.14
H 1.1222 -2.7550 0.0979 0.5481 -1.2852 0.7372 0.38
H -1.7180 0.5806 -0.2686 -1.3539 1.0361 0.4042 0.45
```
Forces are in eV/Å.

## Properties
Total charge = +1
ΔE to the lowest compared entry with this formula, charge and spin = 2.156 eV
Frontier orbital gap = 0.350 Eh
E_HOMO = -12.8 eV
Total energy = -17534.260 eV


Q: E_HOMO of number 1 (C4H10N2O)?
A: -9.5 eV